## w
Molecular formula: C7H14O
Method: DFT, the ωB97M-V functional and the def2-TZVPD basis

Geometry (Å):
C  -2.0094  -1.6982  0.5021
C  -1.0360  -1.3006  -0.5841
C  -0.1868  -2.2056  -1.0514
C  -1.0281  0.1199  -1.0773
C  -0.2740  1.0667  -0.1671
C  0.7470  1.8047  -0.5745
C  1.5295  2.6982  0.3403
H  -2.4387  -2.6579  0.2543
H  -1.5026  -1.7281  1.4685
H  -2.8426  -1.0035  0.5997
H  -0.2364  -3.2665  -0.8020
H  0.5207  -2.0443  -1.8574
H  -2.0500  0.4619  -1.2372
H  -0.5274  0.1344  -2.0479
H  -0.7572  1.2279  0.7909
H  1.0940  1.7219  -1.5859
H  2.6017  2.4839  0.2142
H  1.2113  2.5595  1.3673
H  1.4709  3.7549  0.0467
H  1.3683  0.0095  1.1354
H  2.5401  -0.4454  1.9864
O  1.6045  -0.6451  1.8101

Values from the calculation:
spin multiplicity = 2
total charge = -1
<S²> = 0.750

## x
Molecular formula: C7H14O
Method: DFT, the ωB97M-V functional and the def2-TZVPD basis

Geometry (Å):
C  1.5651  2.4929  -2.1449
C  0.9300  2.1622  -0.7779
C  1.0230  0.7403  -0.3773
C  1.6915  0.3349  0.7264
H  1.1760  1.7859  -2.8804
H  1.2657  3.5110  -2.4273
H  2.6550  2.4868  -2.0985
H  -0.1375  2.4436  -0.9004
H  1.3651  2.7945  0.0047
H  0.6439  0.0048  -1.0857
H  1.6710  -0.6938  1.0572
H  2.1583  1.0703  1.3717
C  -3.0008  -2.3041  0.6941
C  -1.6986  -2.0218  0.6130
O  -1.0855  -2.0660  -0.6051
C  -0.9020  -1.4658  1.7640
H  -3.5846  -2.1432  1.5904
H  -3.5679  -2.6199  -0.1727
H  -0.1869  -2.4121  -0.4738
H  -1.4281  -1.6486  2.6993
H  0.0458  -2.0140  1.8373
H  -0.5984  -0.4379  1.5858

Values from the calculation:
spin multiplicity = 2
total charge = -1
<S²> = 0.751

The most stable of them is w.

## w
Molecular formula: C7H14O
Method: DFT, the ωB97M-V functional and the def2-TZVPD basis

Geometry (Å):
C  2.8456  -0.1519  0.3489
C  2.1845  1.0209  0.3650
C  0.8404  1.2797  -0.0727
C  -0.2213  0.4453  -0.1200
C  -1.5719  0.8906  -0.7236
C  -0.1591  -1.0265  0.1813
C  0.2420  -1.8430  -1.0720
H  3.6990  -0.4156  0.9479
H  2.5583  -0.8475  -0.4194
H  2.5874  1.9222  0.8279
H  0.5852  2.2959  -0.3535
H  -2.2140  -0.0111  -0.7892
H  -1.3668  1.2224  -1.7279
H  -2.1439  1.7188  -0.3080
H  -1.0162  -1.5199  0.6754
H  0.6326  -1.1560  0.9373
H  0.6959  -1.1203  -1.7731
H  -0.5451  -2.4737  -1.4788
H  1.1267  -2.4597  -0.8408
O  -3.1331  0.6465  2.0813
H  -3.0092  1.5482  1.7673
H  -2.6170  0.0349  1.5466

Values from the calculation:
total charge = 0
SMILES = C=C/C=C(/C)CC.O

## x
Molecular formula: C7H14O
Method: DFT, the ωB97M-V functional and the def2-TZVPD basis

Geometry (Å):
C  -0.6506  3.5855  -0.1366
C  -0.7128  2.0935  0.0066
C  -0.5837  1.4497  1.1736
C  -0.8848  0.0246  1.3120
C  -0.1852  -0.9607  0.7653
C  -0.6630  -2.3566  0.5147
C  -0.6657  -2.6310  -1.0232
H  -1.5398  4.2086  -0.2207
H  -0.1260  3.8153  -1.0904
H  -0.0831  4.0680  0.6695
H  -0.8767  1.5070  -0.8841
H  -0.3753  2.0841  2.0421
H  -1.8935  -0.2430  1.6538
H  0.8104  -0.6997  0.3922
H  -0.0071  -3.0747  1.0338
H  -1.7219  -2.6001  0.8089
H  0.3166  -2.2404  -1.4033
H  -0.8675  -3.6233  -1.3655
H  -1.1794  -1.8274  -1.5131
O  4.0733  -0.6045  -0.6277
H  3.9400  -1.5540  -0.5490
H  3.8757  -0.4209  -1.5588

Values from the calculation:
total charge = 0
SMILES = C/C=C/C=C/CC.O

## y
Molecular formula: C7H14O
Method: DFT, the ωB97M-V functional and the def2-TZVPD basis

Geometry (Å):
C  -1.7859  1.5798  1.5543
C  -1.2244  1.9946  0.4481
C  -0.0974  1.2098  -0.2208
C  0.8433  0.6480  0.5324
C  2.1075  0.0105  -0.0582
C  1.7475  -1.2301  -0.9548
C  0.5415  -2.0412  -0.2914
H  -1.5110  0.5762  1.9668
H  -2.5690  1.8712  2.2482
H  -1.4193  2.8028  -0.2198
H  -0.0779  1.2231  -1.2835
H  0.9260  0.9074  1.5553
H  2.8071  0.6816  -0.5986
H  2.7579  -0.3565  0.7836
H  1.5845  -0.7730  -1.8736
H  2.5121  -1.9555  -0.9498
H  0.3859  -2.0704  0.8556
H  0.4348  -2.9435  -0.8969
H  -0.3699  -1.3441  -0.6218
O  -2.7615  -0.5180  -0.6234
H  -2.4066  -0.4187  -1.4375
H  -2.4251  0.1461  0.0859

Values from the calculation:
total charge = 0
SMILES = C=C/C=C/CCC.O

The most stable of them is x.

## w
Molecular formula: C5H10BrNO2
Method: DFT, the ωB97M-V functional and the def2-TZVPD basis

Geometry (Å):
C  0.6325  -1.8255  -0.8062
C  1.3690  0.5297  -0.7405
C  -0.3010  0.6256  2.1771
C  0.1886  -0.4100  -0.8885
C  -0.8596  -0.0805  0.0758
N  -1.4724  1.2739  -0.1511
O  -0.7219  2.1540  -0.4434
O  -2.6585  1.3437  -0.0882
Br  -2.3040  -1.3554  0.2406
H  -0.1652  -2.5050  -0.7829
H  1.3140  -2.0910  0.0196
H  1.0849  -2.0093  -1.7380
H  2.3806  0.1500  -1.0393
H  1.2069  1.4012  -1.3271
H  1.2533  0.9262  0.3674
H  0.6891  0.2220  2.2323
H  -0.4169  1.7363  2.1340
H  -1.1062  0.1587  2.7029
H  -0.1131  -0.2445  -1.9446

Values from the calculation:
total charge = 0

## x
Molecular formula: C5H10BrNO2
Method: DFT, the ωB97M-V functional and the def2-TZVPD basis

Geometry (Å):
H  2.9174  -1.8992  -1.1786
N  2.2627  -2.1579  -1.7877
C  1.1035  -1.7082  -1.6962
O  0.1062  -2.1547  -2.4348
O  0.5376  -0.6414  -0.8108
C  0.7551  -0.1132  0.5708
Br  0.5655  -1.6006  1.9334
C  -0.2340  0.9462  0.9475
C  -0.4551  2.0417  -0.0320
C  -1.6137  0.2259  1.1576
H  -0.6824  -1.7310  -2.0441
H  1.8184  0.3445  0.7201
H  0.1133  1.3463  1.9134
H  -0.9078  1.8282  -1.0340
H  0.4518  2.5204  -0.4289
H  -1.0823  2.6356  0.5793
H  -1.4930  -0.6177  0.5019
H  -1.6937  -0.0705  2.2240
H  -2.4696  0.8056  0.8992

Values from the calculation:
total charge = 0
SMILES = [H]/N=C(/O)O[C@H](Br)C(C)C

The most stable of them is x.

## w
Molecular formula: C2H4ClNS
Method: DFT, the ωB97M-V functional and the def2-TZVPD basis

Geometry (Å):
S  -0.5248  -1.6754  1.0743
N  0.0841  -1.3374  -0.4254
C  0.2479  -0.1148  -0.6989
C  0.0243  1.0887  0.1334
Cl  0.1524  2.6205  -0.8294
H  -0.3647  -2.9252  0.9904
H  0.6665  0.1190  -1.6796
H  -1.0188  1.0121  0.5119
H  0.7330  1.2124  0.9232

Values from the calculation:
total charge = 0
SMILES = S/N=C\CCl

## x
Molecular formula: C2H4ClNS
Method: DFT, the ωB97M-V functional and the def2-TZVPD basis

Geometry (Å):
C  -0.1596  0.6692  -0.0379
N  -0.3288  -0.6890  -0.2196
Cl  -2.1357  -1.4002  -0.0277
C  0.5625  -1.6909  -0.0526
S  2.1840  -1.3929  0.1619
H  0.8520  0.9314  -0.4413
H  -0.8828  1.3481  -0.6120
H  -0.0687  0.7685  1.1324
H  0.2676  -2.7276  0.1092

Values from the calculation:
total charge = 0
SMILES = CN(Cl)C=S

The most stable of them is w.